The following is a quantum chemistry calculation of a cluster of 2 separate species, C13H27BrN2O3 in total in a non-equilibrium geometry, from OMol25.

```
! wB97M-V def2-TZVPD RIJCOSX def2/J DEFGRID3
* xyz 0 1
C -3.128 4.564 3.124
C -3.316 3.452 2.107
O -4.013 2.486 2.354
N -2.610 3.627 0.921
C -3.222 3.049 -0.306
C -3.112 1.540 -0.405
C -1.763 0.984 0.090
C -0.991 0.325 -1.058
N -0.948 -1.165 -0.846
C -0.127 -1.892 -1.868
C 0.660 -3.026 -1.210
C 1.999 -2.602 -0.620
C 3.031 -2.205 -1.668
C 4.323 -1.647 -1.096
O 5.064 -2.610 -0.361
C 4.743 -2.752 0.961
C 4.604 -1.531 1.836
O 4.612 -3.873 1.428
H -2.099 4.914 3.131
H -3.768 5.398 2.841
H -3.428 4.208 4.099
H -2.490 4.619 0.766
H -2.692 3.509 -1.143
H -4.263 3.345 -0.391
H -3.901 1.112 0.221
H -3.359 1.213 -1.405
H -1.134 1.719 0.583
H -1.987 0.209 0.827
H 0.029 0.686 -1.143
H -1.501 0.486 -2.001
H -1.911 -1.497 -0.899
H -0.614 -1.342 0.099
H 0.495 -1.205 -2.425
H -0.823 -2.338 -2.571
H 0.759 -3.868 -1.886
H 0.046 -3.393 -0.385
H 1.887 -1.810 0.123
H 2.390 -3.473 -0.097
H 2.604 -1.396 -2.267
H 3.252 -3.008 -2.367
H 4.948 -1.349 -1.932
H 4.108 -0.733 -0.541
H 5.022 -0.649 1.362
H 3.539 -1.335 1.954
H 5.005 -1.709 2.821
Br -5.921 0.965 -0.759
*
```

Results
Kohn-Sham gap = 5.35 eV
Energy = -3420.71955 hartree
Molar mass = 339.27 Da
E_HOMO = -5.98 eV

natural (NBO) population analysis, charges in e, atoms 1 to 5: C -0.717; C 0.679; O -0.575; N -0.651; C -0.223


The following is a quantum chemistry calculation of a cluster of 2 separate species, C13H27F3IN5O3P in total in a non-equilibrium geometry, from OMol25.

```
! wB97M-V def2-TZVPD RIJCOSX def2/J DEFGRID3
* xyz 1 1
C -1.743 1.728 0.448
N -1.691 0.803 -0.710
C -1.083 1.364 -1.885
N 0.349 1.078 -1.926
C 0.825 -0.065 -2.352
N 2.143 -0.236 -2.406
C 2.657 -1.484 -1.762
C 1.794 -2.713 -2.028
C 2.104 -3.734 -0.895
C 2.933 -4.957 -1.280
C 3.136 -5.791 -0.028
I 2.153 -6.175 -2.854
C 0.330 -2.284 -1.928
P -1.006 -3.445 -2.543
N -0.399 -3.890 -4.107
O -0.912 -4.758 -1.576
N 0.081 -1.073 -2.788
H -1.453 2.746 0.216
H -2.740 1.712 0.851
H -1.109 1.363 1.244
H -2.645 0.550 -0.923
H -1.252 2.430 -1.959
H -1.577 0.944 -2.747
H 0.973 1.807 -1.621
H 2.603 0.556 -1.977
H 2.802 -1.287 -0.707
H 3.643 -1.681 -2.159
H 2.055 -3.142 -2.982
H 1.183 -4.019 -0.410
H 2.692 -3.252 -0.124
H 3.903 -4.611 -1.601
H 3.571 -6.749 -0.254
H 2.182 -5.909 0.464
H 3.786 -5.271 0.663
H 0.097 -2.026 -0.901
H -1.165 -4.423 -4.516
H -0.405 -3.022 -4.642
H -1.097 -5.555 -2.101
H -0.919 -0.894 -2.728
C -0.734 7.084 4.574
C -0.948 5.733 5.221
O -2.223 5.173 4.840
C -2.268 4.528 3.690
O -1.355 4.361 2.930
C -3.690 3.971 3.486
F -4.620 4.877 3.813
F -3.877 2.885 4.259
F -3.903 3.607 2.210
H -1.561 7.754 4.808
H 0.193 7.530 4.931
H -0.681 6.995 3.489
H -0.983 5.832 6.303
H -0.146 5.038 4.980
*
```

Results
Kohn-Sham gap = 8.33 eV
Energy = -1949.50739 hartree
Molar mass = 516.26 Da
E_HOMO = -10.86 eV

natural (NBO) population analysis, charges in e, atoms 1 to 5: C -0.430; N -0.636; C -0.068; N -0.539; C 0.715


The following is a quantum chemistry calculation of a cluster of 3 separate species, C13H27F3N2O6S in total in a non-equilibrium geometry, from OMol25.

```
! wB97M-V def2-TZVPD RIJCOSX def2/J DEFGRID3
* xyz 0 1
O 1.681 -2.228 -2.594
C 1.328 -1.094 -2.702
C -0.042 -0.527 -3.011
C -0.063 0.720 -2.089
C 1.403 0.798 -1.591
S 1.939 2.534 -1.455
O 0.837 3.440 -1.590
O 2.686 2.686 -0.245
C 3.066 2.878 -2.897
F 4.070 2.013 -2.903
F 3.515 4.108 -2.739
F 2.404 2.784 -4.043
O 2.148 0.005 -2.482
H -0.856 -1.211 -2.883
H 0.079 -0.128 -4.009
H -0.706 0.614 -1.230
H -0.305 1.568 -2.705
H 1.566 0.427 -0.583
C -5.750 0.315 1.982
C -4.287 -0.082 1.817
C -3.429 0.991 1.129
O -3.602 1.083 -0.272
C -4.724 1.840 -0.692
N -4.221 -1.373 1.125
H -6.306 0.228 1.049
H -6.236 -0.338 2.705
H -5.843 1.342 2.342
H -3.872 -0.220 2.820
H -2.378 0.723 1.273
H -3.571 1.974 1.596
H -4.917 2.680 -0.020
H -5.617 1.215 -0.770
H -4.504 2.230 -1.685
H -3.258 -1.698 1.114
H -4.440 -1.209 0.146
C 2.773 -2.826 2.716
C 3.364 -2.791 1.310
C 4.092 -1.480 0.972
O 3.238 -0.385 0.681
C 2.733 0.310 1.809
N 2.312 -3.076 0.335
H 1.859 -2.237 2.791
H 2.517 -3.849 2.989
H 3.484 -2.450 3.454
H 4.105 -3.593 1.251
H 4.669 -1.643 0.058
H 4.809 -1.204 1.756
H 3.462 0.341 2.622
H 1.802 -0.139 2.168
H 2.517 1.331 1.495
H 2.729 -3.160 -0.587
H 1.740 -2.239 0.268
*
```

Results
Kohn-Sham gap = 9.53 eV
Energy = -1770.19346 hartree
Molar mass = 396.43 Da
E_HOMO = -9.21 eV

natural (NBO) population analysis, charges in e, atoms 1 to 5: O -0.515; C 0.805; C -0.522; C -0.431; C -0.145


The following is a quantum chemistry calculation of a structure of composition C13H27F3N3O6Y in a non-equilibrium geometry, from OMol25.

```
! wB97M-V def2-TZVPD RIJCOSX def2/J DEFGRID3
* xyz 2 1
Y -29.153 -26.359 28.147
O -28.162 -25.322 26.626
H -27.733 -25.066 25.803
C -30.087 -25.052 23.381
O -30.950 -25.834 23.039
N -29.881 -23.824 22.878
C -28.897 -22.898 23.419
C -30.676 -23.361 21.744
H -29.395 -25.328 24.196
H -28.272 -22.487 22.626
H -28.249 -23.423 24.125
H -29.383 -22.061 23.925
H -31.463 -22.680 22.080
H -30.030 -22.826 21.050
H -31.136 -24.200 21.235
C -30.597 -28.180 25.457
O -30.010 -27.513 26.397
N -30.976 -29.412 25.521
C -31.626 -30.042 24.368
C -30.748 -30.284 26.658
H -30.804 -27.672 24.509
H -30.992 -30.828 23.962
H -31.813 -29.290 23.604
H -32.568 -30.486 24.678
H -30.031 -31.059 26.388
H -30.380 -29.751 27.531
H -31.692 -30.740 26.955
C -29.187 -28.693 21.608
O -29.335 -27.839 20.790
N -28.203 -28.713 22.564
C -28.043 -29.830 23.462
C -27.308 -27.609 22.704
H -29.856 -29.571 21.674
H -27.068 -30.296 23.312
H -28.801 -30.596 23.308
H -28.104 -29.453 24.490
H -26.261 -27.890 22.599
H -27.588 -26.918 21.904
H -27.401 -26.994 23.618
C -25.135 -24.545 22.729
C -24.025 -25.506 22.424
O -23.304 -25.827 23.624
C -23.474 -27.032 24.131
O -24.098 -27.941 23.661
C -22.725 -27.188 25.473
F -21.774 -28.093 25.374
F -22.189 -26.039 25.889
F -23.606 -27.592 26.412
H -25.932 -24.902 23.389
H -25.643 -24.236 21.810
H -24.780 -23.600 23.150
H -23.321 -25.055 21.732
H -24.415 -26.422 21.988
*
```

Results
Kohn-Sham gap = 4.02 eV
Energy = -1464.62087 hartree
Energy above the lowest of the compared OMol25 structures with the same formula, charge and spin = 0.0 kJ/mol
Molar mass = 467.27 Da
E_HOMO = -13.83 eV

Mulliken population analysis, charges in e, atoms 1 to 5: Y 2.022; O -0.705; H 0.312; C 0.677; O -0.737


- Number 2 is which compound?
  C13H27F3IN5O3P